No. 1
Below is a 2-piece molecular cluster, C14H23BrF8IN3O5S overall at a distorted geometry, with properties calculated with wB97M-V/def2-TZVPD.

Results
HOMO = -9.461 eV
Kohn-Sham gap = 9.58 eV
calculated total energy = -140316.146 eV
net charge = 0

Positions of all 56 atoms, in Å:
N: -0.59277 -0.61107 4.76032
C: 0.29137 -0.79465 3.63934
N: 1.64948 -0.87326 4.12117
N: -0.05253 -2.13019 3.04099
C: 0.03178 0.30162 2.55861
C: 1.04513 1.40703 2.37154
C: 2.34362 0.88890 1.70421
C: 2.51113 1.17053 0.21883
C: 1.63960 0.31146 -0.68785
I: 0.18372 1.39546 -1.81066
O: 0.47051 2.33567 1.37311
S: -0.39277 3.53207 1.91432
O: -0.70063 4.34536 0.80978
O: -1.49441 3.10256 2.68159
C: 0.77172 4.46583 2.95232
Br: -0.15272 5.20158 4.46589
C: 1.90617 3.53529 3.38262
C: 1.43528 2.12553 3.64629
O: 0.44230 2.06783 4.62687
H: -1.53122 -0.45280 4.42635
H: -0.63212 -1.50724 5.23028
H: 2.20426 -1.47112 3.53502
H: 1.61042 -1.29901 5.03372
H: -0.97865 -2.09381 2.63456
H: 0.58916 -2.30881 2.27925
H: -0.92499 0.73783 2.75706
H: -0.07128 -0.19326 1.61529
H: 3.20431 1.25943 2.21981
H: 2.33228 -0.17644 1.79789
H: 2.44797 2.20960 -0.03314
H: 3.51792 0.87427 -0.01777
H: 1.19291 -0.48728 -0.14142
H: 2.25698 -0.15770 -1.41914
H: 1.13234 5.26876 2.35579
H: 2.34380 3.91353 4.28090
H: 2.60940 3.53398 2.56647
H: 2.28540 1.59690 4.02520
H: 0.84784 1.76979 5.44491
C: -1.64578 -1.38005 -4.22369
C: -0.83536 -1.28237 -5.52083
C: -1.63169 -1.05765 -6.80354
F: -2.48182 -2.08766 -7.02231
F: -0.76939 -0.98670 -7.84663
F: -0.05341 -2.37755 -5.65124
F: -0.01380 -0.20313 -5.39197
O: -1.93309 -2.68465 -3.77826
C: -3.01417 -3.33620 -4.28682
C: -2.58261 -4.58353 -5.05430
F: -1.76809 -4.24238 -6.07387
F: -3.68158 -5.18534 -5.56584
F: -3.76739 -2.52505 -5.05455
F: -3.77449 -3.74379 -3.24465
H: -1.01659 -0.95603 -3.44357
H: -2.54334 -0.76317 -4.25901
H: -2.19788 -0.12314 -6.75007
H: -2.06221 -5.27574 -4.38915



No. 2
Below is C10H14BClN6Tc as an isolated structure at a distorted geometry, with properties calculated with wB97M-V/def2-TZVPD.

Results
HOMO (alpha / beta) = -16.294 / -16.189 eV
Kohn-Sham gap (alpha / beta) = 5.29 / 4.08 eV
calculated total energy = -34916.005 eV
energy above the lowest of the compared OMol25 structures with the same formula, charge and spin = 205.3 kJ/mol
<S²> = 3.853
2S+1 = 4
net charge = +2

Positions of all 33 atoms, in Å:
H: -0.71288 -1.87810 -2.80758
N: 0.69517 -0.53972 -1.98796
B: 2.66901 0.98367 -1.54183
N: 1.85799 0.00219 -2.43370
C: 2.12235 -0.45223 -3.68616
Tc: 0.00000 0.00000 0.00000
H: 3.01888 -0.12575 -4.21206
C: 1.09557 -1.31763 -4.06372
H: 0.99443 -1.85633 -5.00471
C: 0.22181 -1.33837 -2.95826
H: 3.66549 1.34904 -2.12133
C: -0.62029 0.54221 1.89475
H: -1.56913 0.06013 2.17919
H: -0.75072 1.63882 1.93261
H: 0.15837 0.25802 2.62534
N: 3.04952 0.25593 -0.22328
N: 1.76811 2.20210 -1.19979
N: 2.08536 -0.24933 0.58803
N: 0.58718 2.02618 -0.55376
C: 4.27374 -0.00760 0.30275
C: 1.95039 3.52109 -1.46775
H: 5.17634 0.32154 -0.21129
H: 2.84725 3.85884 -1.98603
C: 4.09550 -0.70723 1.49613
C: 0.84927 4.22325 -0.97759
C: 2.69853 -0.83531 1.62939
C: 0.01874 3.23465 -0.41282
H: 4.86689 -1.07452 2.17161
H: 0.67204 5.29652 -1.02511
H: 2.10681 -1.31548 2.40878
H: -0.94936 3.32613 0.07994
H: -0.42795 -1.45765 0.38311
Cl: -2.15486 0.23278 -0.56437



No. 3
Below is a 16-piece molecular cluster, C114H160F24N14O18 overall at a distorted geometry, with properties calculated with wB97M-V/def2-TZVPD.

Results
HOMO = -13.325 eV
Kohn-Sham gap = 2.68 eV
calculated total energy = -243674.650 eV
net charge = +6

Positions of all 330 atoms, in Å:
C: 5.89163 4.00163 3.04596
N: 5.99880 3.48323 4.48403
C: 5.46733 2.01661 4.60333
C: 7.52321 3.40706 4.78114
C: 5.37569 4.45613 5.51227
C: 3.89408 4.75412 5.42885
O: 3.26588 3.80641 6.31378
H: 6.40131 3.27571 2.41241
H: 6.33552 4.99204 2.94512
H: 4.85667 4.12771 2.72806
H: 5.64411 1.70363 5.63236
H: 6.02841 1.37662 3.92238
H: 4.41092 2.11775 4.35457
H: 7.75190 2.71759 5.59381
H: 7.72362 4.44640 5.04131
H: 8.01283 2.89453 3.95307
H: 5.80921 5.44758 5.38116
H: 5.57573 4.03062 6.49565
H: 3.47427 4.60569 4.43394
H: 3.70358 5.75943 5.80453
H: 3.23563 2.89914 6.00146
C: 0.14994 -4.45424 3.90432
N: -0.56953 -5.23491 2.81426
C: -1.97797 -4.65158 2.72432
C: 0.08898 -5.01555 1.43876
C: -0.66024 -6.74423 3.17161
C: 0.55157 -7.45897 3.78802
O: 1.68992 -7.30229 2.97364
H: 0.21676 -3.37623 3.75763
H: 1.19045 -4.74160 4.05551
H: -0.41151 -4.60725 4.82598
H: -1.93297 -3.59644 2.45460
H: -2.48734 -4.80354 3.67592
H: -2.60574 -5.15597 1.98974
H: 1.01821 -5.57686 1.34099
H: 0.31921 -3.96145 1.28399
H: -0.59166 -5.39635 0.67730
H: -1.16368 -7.19295 2.31528
H: -1.43941 -6.79265 3.93230
H: 0.27719 -8.50920 3.68891
H: 0.76705 -7.14202 4.80841
H: 2.08573 -8.17655 2.94897
C: -5.69942 -4.07812 -1.13867
N: -5.97568 -3.97814 -2.56804
C: -6.87965 -3.08255 -3.02689
C: -7.14700 -2.98807 -4.38979
C: -6.46882 -3.79787 -5.28380
C: -5.40677 -4.61063 -4.73821
C: -5.22750 -4.73764 -3.39441
C: -6.76250 -3.66546 -6.73217
C: -6.72792 -2.42484 -7.31077
C: -6.89342 -2.30221 -8.68091
N: -7.16765 -3.39330 -9.42407
C: -7.21978 -4.65500 -8.91138
C: -7.02816 -4.76975 -7.55929
C: -7.50787 -3.15768 -10.80633
H: -6.26566 -3.29668 -0.63189
H: -4.62122 -3.97241 -1.01860
H: -5.98223 -5.04564 -0.72392
H: -7.25599 -2.36716 -2.31065
H: -7.80111 -2.19218 -4.71397
H: -4.80526 -5.24326 -5.37411
H: -4.44524 -5.32584 -2.93779
H: -6.72270 -1.53536 -6.69824
H: -6.91859 -1.39057 -9.25942
H: -7.48360 -5.54817 -9.45825
H: -7.11756 -5.73131 -7.07575
H: -7.53749 -4.12827 -11.30150
H: -6.77991 -2.48128 -11.25427
H: -8.51337 -2.73739 -10.82659
C: -0.91706 -0.39963 4.24382
N: -1.76367 0.40181 5.11626
C: -1.24946 1.48461 5.73680
C: -2.14255 2.24796 6.53094
C: -3.44729 1.80212 6.81991
C: -3.82024 0.64862 6.29567
C: -2.99398 -0.01650 5.36456
C: -4.35910 2.56924 7.67679
C: -5.08017 1.96679 8.68119
C: -5.83447 2.69205 9.61718
N: -5.80468 4.04791 9.50695
C: -5.16121 4.68065 8.48503
C: -4.42581 3.95076 7.57323
C: -6.49977 4.83332 10.52905
H: -0.04600 0.20256 3.98553
H: -1.42490 -0.83300 3.38220
H: -0.65514 -1.25674 4.86420
H: -0.25911 1.75820 5.40400
H: -1.68253 3.12600 6.95969
H: -4.79599 0.19638 6.39460
H: -3.36311 -0.84217 4.77430
H: -5.12152 0.88809 8.71418
H: -6.28639 2.25904 10.49733
H: -5.15649 5.75950 8.53466
H: -3.92203 4.48661 6.78237
H: -6.14383 4.44662 11.48397
H: -7.52983 4.79607 10.17451
H: -6.30101 5.90434 10.49008
C: -2.95298 -10.14068 -5.09653
N: -2.68388 -8.76913 -4.82191
C: -2.25153 -8.41829 -3.54519
C: -1.68355 -7.16833 -3.41943
C: -1.69312 -6.23685 -4.41932
C: -2.17139 -6.56132 -5.63843
C: -2.69330 -7.89012 -5.83618
C: -0.97575 -4.88510 -4.29499
C: -1.54941 -3.99145 -3.36245
C: -0.97955 -2.70248 -3.20200
N: 0.16306 -2.36219 -3.90821
C: 0.74597 -3.21682 -4.81114
C: 0.20501 -4.49064 -4.98624
C: 0.91611 -1.20257 -3.53404
H: -2.67210 -10.34391 -6.12993
H: -4.02629 -10.29440 -4.98484
H: -2.41376 -10.80440 -4.42065
H: -2.43309 -9.16964 -2.79093
H: -1.17065 -6.92627 -2.50034
H: -1.95563 -5.89591 -6.46128
H: -2.93641 -8.20351 -6.84072
H: -2.27798 -4.36486 -2.65807
H: -1.39120 -1.98172 -2.51102
H: 1.65381 -2.96393 -5.33864
H: 0.66021 -5.27935 -5.56687
H: 1.51297 -1.34649 -2.63341
H: 0.21662 -0.37234 -3.43640
H: 1.67893 -0.93982 -4.26696
C: 4.21184 -7.87444 5.85700
N: 4.22102 -6.56833 5.20837
C: 4.09908 -5.46315 5.95075
C: 4.06448 -4.22494 5.33657
C: 4.25721 -4.09930 3.96168
C: 4.35573 -5.25083 3.23339
C: 4.40774 -6.45264 3.88032
C: 4.40595 -2.76829 3.19737
C: 3.32627 -1.81239 3.23686
C: 3.46556 -0.60776 2.52625
N: 4.60265 -0.42242 1.73134
C: 5.58366 -1.35854 1.66034
C: 5.54716 -2.47106 2.39174
C: 4.70031 0.68772 0.74995
H: 5.01793 -8.42645 5.37368
H: 3.18055 -8.20847 5.74311
H: 4.42147 -7.73195 6.91712
H: 3.82222 -5.66585 6.97479
H: 4.13572 -3.46651 6.10215
H: 4.38566 -5.23234 2.15396
H: 4.50925 -7.44350 3.46283
H: 2.57034 -1.90690 4.00239
H: 2.74253 0.19157 2.59477
H: 6.36823 -1.22035 0.93113
H: 6.33743 -3.20691 2.37189
H: 4.97273 1.43907 1.49114
H: 3.72540 0.74984 0.26643
H: 5.51153 0.46270 0.05757
C: 1.45145 4.24018 -1.56491
N: 0.14173 4.90399 -1.32997
C: -1.01508 4.15443 -1.42625
C: -2.20418 4.68779 -1.11744
C: -2.26855 6.00478 -0.73171
C: -1.15071 6.74785 -0.58700
C: 0.13437 6.14130 -0.84449
C: -3.58610 6.60911 -0.48087
C: -4.03404 6.91095 0.81892
C: -5.34727 7.26216 1.08549
N: -6.18863 7.40002 0.06435
C: -5.83918 7.06962 -1.17958
C: -4.53432 6.62688 -1.52432
C: -7.47269 8.07797 0.26578
H: 1.92775 3.96290 -0.62451
H: 2.04074 4.97683 -2.11098
H: 1.24105 3.35553 -2.16593
H: -1.01828 3.20146 -1.93442
H: -3.07585 4.06417 -1.25048
H: -1.15023 7.81004 -0.39170
H: 1.08000 6.64812 -0.72075
H: -3.31634 6.73425 1.60637
H: -5.61987 7.56967 2.08425
H: -6.54626 7.18499 -1.98775
H: -4.18925 6.28831 -2.49009
H: -7.83065 8.61962 -0.60977
H: -7.25070 8.88578 0.96311
H: -8.22873 7.38146 0.62825
C: 3.52801 1.42442 -2.68084
N: 3.92664 2.27314 -3.81824
C: 4.01200 1.61224 -4.99681
C: 4.21935 2.37742 -6.15609
C: 4.34211 3.79438 -6.10595
C: 4.25225 4.35962 -4.84007
C: 4.05149 3.62409 -3.68939
C: 4.61013 4.69337 -7.29369
C: 5.53528 4.34772 -8.27466
C: 5.83443 5.25439 -9.31668
N: 5.26399 6.45474 -9.35990
C: 4.37425 6.84693 -8.40426
C: 3.98214 5.93164 -7.39218
C: 5.59940 7.37603 -10.46147
H: 2.58906 0.92653 -2.92283
H: 3.44789 2.03563 -1.78189
H: 4.28581 0.70982 -2.35962
H: 3.91279 0.54178 -4.89355
H: 4.38214 1.86793 -7.09434
H: 4.43509 5.42083 -4.75761
H: 4.05675 4.02015 -2.68465
H: 6.23848 3.52827 -8.25402
H: 6.60770 5.10340 -10.05537
H: 4.01676 7.86378 -8.33638
H: 3.24983 6.29784 -6.68789
H: 4.69312 7.66835 -10.99185
H: 6.28384 6.90218 -11.16511
H: 6.06621 8.21478 -9.94507
C: -3.46040 -7.48671 -0.26011
O: -4.69001 -7.14538 -0.90110
O: -2.76164 -6.28796 -0.34282
C: -3.54527 -8.23165 1.11464
F: -4.51670 -9.10312 1.26464
F: -2.41508 -8.93197 1.31191
F: -3.73711 -7.43692 2.14585
C: -5.60628 -8.20335 -1.14830
C: -6.57207 -7.85511 -2.31734
H: -5.80915 -7.70109 -3.08045
H: -7.34785 -8.54933 -2.64034
H: -7.07019 -6.90979 -2.10206
H: -6.18760 -8.47326 -0.26665
H: -5.09742 -9.11626 -1.45773
H: -2.97362 -8.22163 -0.90123
C: 4.73159 5.86295 -0.14181
O: 3.42358 6.05314 0.51687
O: 4.90012 4.53734 -0.40821
C: 4.80137 7.00145 -1.35449
F: 5.93856 6.99199 -2.07259
F: 3.90758 6.70867 -2.23028
F: 4.54348 8.28367 -0.99792
C: 3.33590 6.50778 1.89543
C: 2.05355 7.31955 2.16050
H: 1.99454 8.06346 1.36601
H: 1.23489 6.60455 2.07872
H: 1.98410 7.85160 3.10929
H: 4.17151 7.10303 2.26358
H: 3.27478 5.64876 2.56358
H: 5.57607 6.07666 0.51339
C: 1.37131 0.60304 -7.56761
O: 1.31565 1.46524 -6.38135
O: 0.24483 -0.18692 -7.57617
C: 2.05455 1.18484 -8.84970
F: 1.42352 0.82209 -9.99781
F: 2.02736 2.47817 -8.81010
F: 3.37198 0.90878 -9.07644
C: 0.28373 2.37822 -6.07745
C: 0.78148 2.99694 -4.68399
H: 0.80937 2.14547 -4.00404
H: 1.78194 3.42847 -4.71498
H: 0.08001 3.74405 -4.31270
H: -0.71832 1.95204 -6.02889
H: 0.26234 3.18778 -6.80700
H: 2.22659 0.07877 -7.14131
C: -4.38188 -0.42083 -3.07493
O: -4.16225 -1.26042 -1.90177
O: -4.07652 -1.28258 -4.16466
C: -5.81580 0.31073 -2.91562
F: -5.64845 1.64849 -2.84266
F: -6.64042 0.07724 -3.94576
F: -6.44149 -0.04208 -1.83193
C: -3.55368 -0.55836 -0.79529
C: -3.54597 -1.58094 0.30375
H: -4.50245 -1.70707 0.81105
H: -3.23199 -2.55550 -0.07010
H: -2.79898 -1.25069 1.02558
H: -4.02465 0.34349 -0.40422
H: -2.51127 -0.38483 -1.06245
H: -3.59345 0.33074 -3.03448
C: 5.22224 -2.65685 -3.69516
O: 4.39407 -3.48065 -2.82878
O: 4.34016 -1.76720 -4.27755
C: 6.51367 -2.02013 -2.99621
F: 7.12892 -2.89747 -2.17670
F: 7.48787 -1.52177 -3.77811
F: 6.23228 -1.02049 -2.19199
C: 4.00653 -2.96376 -1.56252
C: 3.10801 -3.95389 -0.84500
H: 3.43614 -4.98864 -0.94368
H: 2.78353 -3.63340 0.14500
H: 2.16384 -4.00400 -1.38735
H: 3.50609 -2.00291 -1.68273
H: 4.85429 -2.85134 -0.88669
H: 5.54914 -3.30027 -4.51201
C: 0.24405 0.32120 0.10753
O: 1.08686 0.94878 1.03647
O: 0.40985 0.93461 -1.09012
C: 0.53437 -1.20783 0.32436
F: 0.29949 -1.62098 1.61239
F: -0.36299 -1.96210 -0.40250
F: 1.66727 -1.63342 -0.04159
C: 0.69343 2.18956 1.57496
C: 1.97638 2.85918 2.14108
H: 2.65510 3.11335 1.32693
H: 1.62374 3.79647 2.57147
H: 2.43663 2.26122 2.92766
H: 0.21313 1.99567 2.53403
H: 0.22222 2.91903 0.91622
H: -0.80407 0.51843 0.33257
C: 2.21325 0.38192 6.57124
O: 3.47492 0.86562 7.04836
O: 2.16147 0.85143 5.29616
C: 1.95298 -1.12321 7.05389
F: 1.36548 -1.90420 6.14730
F: 3.10352 -1.69458 7.12039
F: 1.41456 -1.32657 8.23606
C: 3.59571 1.17544 8.44983
C: 5.05385 1.71213 8.54453
H: 5.22630 2.00233 9.58094
H: 5.77422 0.92969 8.30591
H: 5.16338 2.56806 7.87859
H: 3.35067 0.39258 9.16758
H: 2.87682 1.98652 8.56582
H: 1.49728 0.96508 7.15038
C: -3.03304 4.30346 3.82558
O: -1.72762 4.25716 4.60632
O: -3.67385 5.51460 3.95936
C: -2.95322 3.46472 2.46972
F: -4.13946 3.05389 1.94761
F: -2.29902 4.18654 1.55029
F: -2.24368 2.32870 2.66687
C: -0.66916 4.98758 4.02579
C: 0.53747 4.69812 4.85641
H: 1.44850 5.25535 4.63818
H: 0.36475 4.74112 5.93178
H: 0.81231 3.65265 4.71650
H: -0.80317 6.06866 4.06304
H: -0.42351 4.62815 3.02651
H: -3.59485 3.58264 4.41962